1.
The following is a quantum chemistry calculation of a cluster of 11 separate species, C34H84O31S8 in total, from the OMol25 dataset.

Calculated values
structure (SMILES)	CCOS(C)(=O)=O.CCOS(C)(=O)=O.CCOS(C)(=O)=O.CCOS(C)(=O)=O.CCOS(C)(=O)=O.CCOS(C)(=O)=O.CCOS(C)(=O)=O.CCOS(C)(=O)=O.COC(=O)OC.COC(=O)OC.C1CCOC1
charge	0
HOMO energy	-0.368	hartree
gap between HOMO and LUMO	9.78	eV
2S+1	1

Positions of all 157 atoms, in Å:
C: -0.599 -0.950 -0.132
C: 0.845 -1.411 -0.257
C: 1.693 -0.305 0.330
O: 0.804 0.775 0.595
C: -0.472 0.185 0.890
H: -1.148 -1.828 0.194
H: -1.021 -0.519 -1.030
H: 1.080 -1.645 -1.301
H: 1.018 -2.329 0.302
H: 2.430 0.057 -0.389
H: 2.224 -0.610 1.237
H: -1.221 0.969 0.781
H: -0.480 -0.157 1.936
O: 2.886 2.785 -4.488
S: 1.892 2.545 -3.495
O: 2.074 3.140 -2.214
O: 0.493 3.018 -4.051
C: -0.137 2.342 -5.146
C: -0.599 3.342 -6.170
C: 1.730 0.795 -3.316
H: -0.962 1.686 -4.870
H: 0.614 1.680 -5.594
H: -0.904 2.926 -7.131
H: 0.132 4.123 -6.367
H: -1.522 3.808 -5.805
H: 0.907 0.541 -2.653
H: 2.677 0.486 -2.874
H: 1.662 0.367 -4.310
O: -6.044 -6.171 -1.171
S: -5.400 -6.002 -2.418
O: -6.005 -5.275 -3.476
O: -4.011 -5.266 -2.172
C: -3.179 -5.729 -1.077
C: -2.276 -4.590 -0.709
C: -4.906 -7.595 -3.015
H: -2.659 -6.653 -1.332
H: -3.822 -5.937 -0.219
H: -2.874 -3.723 -0.425
H: -1.598 -4.296 -1.514
H: -1.696 -4.841 0.181
H: -5.743 -8.263 -2.852
H: -4.011 -7.917 -2.492
H: -4.664 -7.465 -4.066
O: -1.248 5.956 0.246
S: -0.969 4.698 0.814
O: -1.326 4.418 2.155
O: -1.692 3.599 -0.077
C: -1.609 3.741 -1.511
C: -2.140 2.457 -2.166
C: 0.727 4.248 0.576
H: -0.575 3.852 -1.842
H: -2.231 4.574 -1.845
H: -3.024 2.088 -1.645
H: -1.317 1.751 -2.052
H: -2.380 2.609 -3.213
H: 1.162 4.776 -0.269
H: 0.685 3.204 0.268
H: 1.250 4.402 1.511
O: 2.824 2.881 3.283
S: 2.316 1.836 4.117
O: 2.640 0.471 3.893
O: 2.703 2.106 5.623
C: 2.677 3.481 6.053
C: 3.521 3.602 7.307
C: 0.555 1.993 4.172
H: 1.648 3.833 6.173
H: 3.112 4.130 5.286
H: 4.484 3.130 7.127
H: 3.001 3.111 8.132
H: 3.667 4.641 7.591
H: 0.212 1.230 4.871
H: 0.184 1.771 3.176
H: 0.291 2.986 4.516
O: -3.666 0.286 -4.156
S: -2.777 -0.633 -3.523
O: -1.384 -0.356 -3.491
O: -3.241 -0.784 -2.025
C: -4.675 -0.766 -1.778
C: -4.922 -1.359 -0.412
C: -3.063 -2.291 -4.050
H: -5.157 -1.336 -2.571
H: -4.986 0.277 -1.769
H: -5.987 -1.230 -0.209
H: -4.313 -0.827 0.317
H: -4.754 -2.434 -0.359
H: -2.514 -2.430 -4.986
H: -4.108 -2.399 -4.329
H: -2.664 -2.991 -3.327
O: -5.287 4.390 6.650
S: -4.414 4.574 5.563
O: -3.075 4.085 5.567
O: -5.146 3.972 4.297
C: -4.366 3.466 3.211
C: -3.778 2.106 3.514
C: -4.420 6.284 5.127
H: -3.617 4.159 2.821
H: -5.027 3.348 2.347
H: -2.951 2.096 4.221
H: -3.325 1.733 2.583
H: -4.542 1.368 3.755
H: -5.461 6.550 4.968
H: -3.834 6.402 4.223
H: -4.031 6.804 5.997
O: 1.760 -5.089 -5.277
S: 1.514 -3.745 -4.905
O: 2.594 -2.842 -4.802
O: 0.457 -3.112 -5.911
C: -0.408 -4.035 -6.611
C: -1.201 -3.224 -7.606
C: 0.507 -3.640 -3.444
H: -1.016 -4.579 -5.877
H: 0.183 -4.806 -7.105
H: -1.953 -3.830 -8.106
H: -0.511 -2.789 -8.326
H: -1.715 -2.405 -7.099
H: 0.268 -2.582 -3.319
H: 1.085 -3.944 -2.576
H: -0.397 -4.203 -3.654
O: 8.506 2.515 1.944
S: 8.008 1.181 1.869
O: 8.253 0.260 2.924
O: 6.458 1.261 1.693
C: 5.857 2.366 0.974
C: 4.805 1.816 0.032
C: 8.477 0.494 0.299
H: 6.592 3.026 0.509
H: 5.366 2.994 1.723
H: 4.463 2.608 -0.639
H: 3.950 1.479 0.618
H: 5.190 1.001 -0.581
H: 9.494 0.814 0.091
H: 7.784 0.919 -0.417
H: 8.433 -0.585 0.398
C: 3.979 -2.387 -1.477
O: 3.921 -2.624 -0.093
C: 4.856 -2.077 0.680
O: 5.845 -1.544 0.283
O: 4.476 -2.233 1.944
C: 5.125 -1.392 2.896
H: 3.227 -2.981 -1.991
H: 4.964 -2.547 -1.907
H: 3.633 -1.378 -1.735
H: 4.697 -1.637 3.862
H: 5.010 -0.325 2.734
H: 6.202 -1.562 2.933
C: 0.968 -1.941 5.644
O: -0.333 -1.353 5.691
C: -1.164 -1.740 4.756
O: -0.910 -2.472 3.835
O: -2.322 -1.139 4.954
C: -3.260 -1.320 3.894
H: 1.347 -2.017 4.628
H: 0.952 -2.941 6.089
H: 1.607 -1.341 6.282
H: -3.564 -2.368 3.830
H: -2.805 -1.023 2.959
H: -4.125 -0.716 4.131

---

2.
The following is a quantum chemistry calculation of a cluster of 11 separate species, C34H85F3O32S10 in total, from the OMol25 dataset.

Calculated values
structure (SMILES)	CCOC(=O)C(F)(F)F.CCOS(C)(=O)=O.CCOS(C)(=O)=O.CCOS(C)(=O)=O.CCOS(C)(=O)=O.CCOS(C)(=O)=O.CCOS(C)(=O)=O.CCOS(C)(=O)=O.CCOS(C)(=O)=O.CCOS(C)(=O)=O.CCOS(C)(=O)=O
charge	0
energy above the lowest of the compared OMol25 structures with the same formula, charge and spin	145.4	kcal per mole
HOMO energy	-0.397	hartree
gap between HOMO and LUMO	10.78	eV
2S+1	1

Positions of all 164 atoms, in Å:
O: -6.030 -1.596 0.908
S: -6.001 -0.766 -0.354
O: -6.868 -1.024 -1.524
O: -6.319 0.779 0.112
C: -5.790 1.152 1.380
C: -6.698 2.129 2.120
C: -4.321 -0.437 -0.937
H: -4.818 1.624 1.235
H: -5.803 0.298 2.057
H: -6.673 3.111 1.648
H: -6.483 2.267 3.179
H: -7.676 1.675 1.961
H: -4.162 -1.228 -1.670
H: -3.664 -0.541 -0.074
H: -4.415 0.528 -1.435
O: -1.878 3.713 0.854
S: -1.555 4.926 1.564
O: -0.172 5.408 1.612
O: -2.603 6.101 1.070
C: -2.213 7.431 1.158
C: -1.116 7.936 0.186
C: -2.285 4.879 3.345
H: -2.010 7.540 2.223
H: -3.186 7.922 1.146
H: -1.403 7.763 -0.851
H: -0.157 7.445 0.346
H: -0.958 9.010 0.288
H: -1.785 4.087 3.903
H: -3.352 4.699 3.212
H: -2.125 5.864 3.786
O: 1.002 -2.151 0.637
S: -0.213 -1.480 0.133
O: -1.535 -1.559 0.761
O: 0.048 0.126 -0.118
C: 0.448 0.892 0.991
C: 1.822 1.532 0.776
C: -0.484 -1.992 -1.652
H: 0.355 0.419 1.968
H: -0.223 1.749 1.059
H: 1.902 2.069 -0.170
H: 2.618 0.802 0.926
H: 1.963 2.269 1.567
H: 0.474 -2.018 -2.171
H: -1.196 -1.212 -1.922
H: -0.920 -2.989 -1.711
O: -3.859 -0.075 -4.046
S: -4.302 -0.857 -5.182
O: -5.115 -0.259 -6.267
O: -2.945 -1.505 -5.905
C: -1.803 -1.880 -5.192
C: -0.986 -2.801 -6.136
C: -5.088 -2.437 -4.739
H: -1.992 -2.527 -4.335
H: -1.082 -1.122 -4.886
H: -1.138 -2.519 -7.178
H: -1.551 -3.733 -6.124
H: 0.054 -2.963 -5.852
H: -4.717 -3.218 -5.403
H: -6.130 -2.201 -4.955
H: -4.921 -2.674 -3.688
O: 1.486 3.650 -3.830
S: 2.582 2.700 -4.172
O: 2.813 2.284 -5.576
O: 3.970 3.380 -3.601
C: 5.203 3.161 -4.233
C: 5.649 1.693 -4.176
C: 2.563 1.199 -3.075
H: 6.031 3.760 -3.856
H: 5.171 3.530 -5.258
H: 5.993 1.297 -3.221
H: 6.419 1.608 -4.943
H: 4.861 1.034 -4.540
H: 1.634 1.272 -2.509
H: 3.433 1.427 -2.459
H: 2.750 0.269 -3.611
O: -4.427 1.525 4.185
S: -3.324 1.619 5.094
O: -2.841 2.893 5.677
O: -3.641 0.520 6.274
C: -4.307 0.985 7.420
C: -3.328 1.400 8.552
C: -1.886 0.649 4.404
H: -4.871 0.131 7.796
H: -5.078 1.730 7.224
H: -3.904 1.510 9.470
H: -2.770 2.294 8.273
H: -2.611 0.607 8.763
H: -1.209 0.628 5.258
H: -1.381 1.079 3.539
H: -2.173 -0.365 4.127
O: -0.218 -9.637 -2.028
S: 0.566 -9.470 -0.818
O: 1.866 -10.161 -0.712
O: 0.756 -7.834 -0.468
C: -0.415 -6.999 -0.505
C: -0.037 -5.521 -0.503
C: -0.498 -9.938 0.619
H: -0.935 -7.148 0.441
H: -1.144 -7.258 -1.273
H: 0.754 -5.314 0.217
H: -0.884 -4.912 -0.186
H: 0.324 -5.155 -1.464
H: -0.483 -11.022 0.736
H: -1.488 -9.504 0.484
H: 0.110 -9.566 1.444
O: 2.365 7.497 -0.273
S: 2.793 6.602 -1.341
O: 2.287 6.739 -2.734
O: 4.455 6.610 -1.469
C: 5.359 6.802 -0.355
C: 5.496 8.296 0.127
C: 2.436 4.874 -0.752
H: 6.369 6.462 -0.586
H: 5.017 6.176 0.469
H: 6.259 8.293 0.905
H: 4.570 8.691 0.545
H: 5.889 8.891 -0.698
H: 1.353 4.746 -0.752
H: 2.723 4.735 0.290
H: 2.925 4.260 -1.508
O: -3.412 -6.280 -0.977
S: -3.722 -4.890 -0.577
O: -3.159 -3.795 -1.395
O: -5.358 -4.609 -0.612
C: -6.245 -5.487 0.134
C: -7.063 -4.720 1.117
C: -3.268 -4.596 1.245
H: -5.682 -6.288 0.614
H: -6.821 -6.022 -0.622
H: -7.719 -4.023 0.595
H: -6.575 -4.103 1.871
H: -7.658 -5.385 1.743
H: -4.090 -4.843 1.918
H: -3.100 -3.519 1.215
H: -2.286 -5.058 1.340
O: 4.942 1.488 -0.532
S: 5.511 2.467 0.413
O: 4.765 3.355 1.244
O: 6.473 1.619 1.461
C: 7.510 0.795 0.972
C: 7.809 -0.303 1.981
C: 6.841 3.358 -0.413
H: 8.415 1.337 0.697
H: 7.170 0.283 0.071
H: 6.941 -0.337 2.640
H: 8.690 -0.057 2.575
H: 7.725 -1.285 1.517
H: 7.479 3.835 0.330
H: 6.512 4.043 -1.194
H: 7.377 2.596 -0.980
C: 3.734 -3.423 -2.077
C: 3.697 -4.224 -0.778
O: 4.012 -3.406 0.290
C: 3.689 -3.690 1.535
O: 3.181 -4.757 1.879
C: 3.949 -2.519 2.489
F: 2.804 -2.138 3.000
F: 4.596 -2.943 3.496
F: 4.507 -1.448 1.934
H: 4.409 -2.570 -2.017
H: 2.746 -3.004 -2.270
H: 4.162 -3.986 -2.906
H: 4.488 -4.973 -0.818
H: 2.679 -4.582 -0.625

---

3.
The following is a quantum chemistry calculation of a structure of composition C34H86AgN5O13, from the OMol25 dataset.

Calculated values
charge	+1
HOMO energy (alpha / beta)	-0.378 / -0.378	hartree
gap between HOMO and LUMO (alpha / beta)	6.64 / 4.76	eV
2S+1	2

Positions of all 139 atoms, in Å:
Ag: 2.829 3.412 0.313
C: 1.426 -0.885 0.674
C: 0.779 0.433 0.217
O: 1.361 1.609 0.631
H: 2.179 -1.310 0.008
H: 0.684 -1.686 0.681
H: 1.874 -0.819 1.667
H: -0.291 0.413 0.448
H: 0.821 0.342 -0.879
C: -7.079 -2.418 4.364
O: -6.510 -1.972 3.152
C: -7.436 -1.315 2.307
C: -6.745 -0.631 1.127
N: -5.715 -1.555 0.662
C: -4.572 -0.856 0.043
C: -3.708 -2.010 -0.554
O: -3.037 -2.745 0.451
C: -1.866 -2.133 0.913
H: -6.313 -3.070 4.779
H: -8.005 -2.953 4.111
H: -7.374 -1.640 5.077
H: -8.175 -0.708 2.841
H: -8.102 -2.087 1.887
H: -6.365 0.310 1.551
H: -7.432 -0.450 0.301
H: -5.361 -2.130 1.413
H: -3.978 -0.391 0.838
H: -4.787 -0.163 -0.764
H: -3.104 -1.692 -1.413
H: -4.389 -2.746 -0.984
H: -2.103 -1.331 1.629
H: -1.183 -1.719 0.163
H: -1.309 -2.833 1.540
C: -0.518 5.133 4.808
O: -0.356 4.120 3.844
C: -1.621 3.703 3.354
C: -1.575 2.703 2.222
N: -1.320 3.284 0.901
C: -2.555 3.819 0.315
C: -3.776 2.898 0.414
O: -4.688 3.370 -0.556
C: -5.897 2.650 -0.456
H: -1.023 5.998 4.369
H: 0.459 5.517 5.113
H: -0.959 4.777 5.743
H: -2.246 4.576 3.134
H: -2.135 3.207 4.191
H: -2.446 2.052 2.352
H: -0.732 2.020 2.390
H: -0.760 2.610 0.406
H: -2.355 4.023 -0.737
H: -2.839 4.753 0.800
H: -4.253 3.062 1.387
H: -3.501 1.868 0.158
H: -5.747 1.619 -0.774
H: -6.731 3.107 -0.986
H: -6.285 2.625 0.570
C: 4.557 -0.082 6.147
O: 3.799 0.303 5.001
C: 4.448 1.384 4.371
C: 3.673 1.696 3.101
N: 4.293 2.599 2.074
C: 5.232 1.751 1.297
C: 4.685 0.873 0.148
O: 3.926 1.676 -0.738
C: 3.705 1.035 -1.986
H: 5.631 0.093 6.088
H: 4.290 -1.081 6.482
H: 4.228 0.542 6.991
H: 5.505 1.197 4.128
H: 4.561 2.218 5.076
H: 2.719 2.153 3.376
H: 3.349 0.775 2.618
H: 4.937 3.205 2.576
H: 5.826 1.099 1.944
H: 5.949 2.416 0.805
H: 4.180 -0.017 0.530
H: 5.598 0.531 -0.348
H: 3.227 1.663 -2.740
H: 3.033 0.171 -1.967
H: 4.675 0.730 -2.382
C: -0.419 4.247 -7.494
O: -1.587 3.567 -7.115
C: -1.488 2.216 -6.811
C: -2.707 1.643 -6.084
N: -3.187 2.594 -5.040
C: -2.623 2.361 -3.703
C: -3.073 1.036 -3.062
O: -2.385 -0.131 -3.532
C: -1.055 -0.175 -3.088
H: -0.695 5.247 -7.818
H: 0.038 3.739 -8.349
H: 0.312 4.324 -6.683
H: -0.590 1.987 -6.215
H: -1.355 1.573 -7.693
H: -2.497 0.714 -5.567
H: -3.543 1.590 -6.783
H: -2.800 3.498 -5.300
H: -2.951 3.159 -3.033
H: -1.526 2.409 -3.762
H: -4.137 0.860 -3.191
H: -2.806 1.149 -2.002
H: -0.451 -0.963 -3.544
H: -1.095 -0.549 -2.047
H: -0.508 0.768 -3.117
C: 8.032 -2.139 -1.463
O: 6.728 -2.270 -2.001
C: 6.792 -2.666 -3.362
C: 5.385 -3.061 -3.874
N: 4.310 -2.319 -3.209
C: 3.157 -3.106 -2.847
C: 3.364 -3.982 -1.599
O: 2.230 -4.804 -1.359
C: 1.150 -4.136 -0.796
H: 8.545 -1.185 -1.603
H: 8.755 -2.943 -1.621
H: 7.850 -2.237 -0.384
H: 7.459 -3.485 -3.648
H: 7.214 -1.821 -3.927
H: 5.381 -4.124 -3.591
H: 5.347 -3.087 -4.964
H: 4.809 -1.906 -2.432
H: 3.008 -3.851 -3.632
H: 2.218 -2.557 -2.760
H: 3.594 -3.470 -0.652
H: 4.203 -4.675 -1.684
H: 0.160 -4.317 -1.219
H: 1.235 -3.042 -0.856
H: 1.140 -4.275 0.293
C: -0.266 -3.919 4.090
C: -0.006 -5.403 3.955
O: 1.358 -5.632 4.288
O: 0.587 -3.180 3.196
H: 0.099 -3.571 5.065
H: -1.325 -3.659 3.970
H: -0.325 -5.713 2.956
H: -0.664 -5.781 4.741
H: 1.834 -4.982 3.753
H: 0.586 -2.261 3.466

---

| no. | maximum force (eV Å⁻¹) | calculated total energy (eV) |
| --- | --- | --- |
| 1 | 2.05 | -186771.494 |
| 2 | 4.03 | -218651.884 |
| 3 | 2.70 | -74701.444 |